One molecule with the formula C5H8O2, computed with ωB97M-V with the def2-TZVPD basis set.

Properties
Relative energy (zero: lowest compared OMol25 entry of this formula, charge and spin) in kcal/mol: 90.2
E in eV: -9405.920
LUMO in eV: 0.74

Structure (XYZ):
```
15
C5H8O2, DFT ωB97M-V with the def2-TZVPD basis set
C 1.1994 -0.0872 -1.7363
C 0.2629 -0.3256 -0.5525
O 1.0634 -0.3697 0.6232
C 0.3947 -0.4752 1.8141
C -0.6342 0.2723 2.1943
C -0.7032 0.8457 -0.5620
O -1.8275 0.3749 -1.0626
H 1.6832 0.8888 -1.6188
H 1.9705 -0.8646 -1.7664
H 0.6262 -0.1002 -2.6725
H -0.2681 -1.2866 -0.6540
H 0.8216 -1.2480 2.4630
H -1.1062 0.1127 3.1560
H -1.0013 1.0938 1.5816
H -2.4529 1.1122 -1.1288
```

***

One molecule with the formula C5H8O2, computed with ωB97M-V with the def2-TZVPD basis set.

Properties
SMILES: O[C@@H]1C=CC[C@@H]1O
Relative energy (zero: lowest compared OMol25 entry of this formula, charge and spin) in kcal/mol: 24.6
E in eV: -9408.764
LUMO in eV: 0.96

Structure (XYZ):
```
15
C5H8O2, DFT ωB97M-V with the def2-TZVPD basis set
O 1.5001 -0.6554 -1.0996
C 1.0337 -0.2425 0.1638
C 0.7393 1.2682 0.1309
C -0.7562 1.3302 0.0675
C -1.3375 0.1885 0.4195
C -0.3543 -0.9312 0.4564
O -0.7348 -1.8759 -0.5490
H 1.0043 -1.4760 -1.2716
H 1.7810 -0.4625 0.9417
H 1.0966 1.8064 1.0248
H 1.2368 1.7244 -0.7262
H -1.2783 2.2229 -0.2312
H -2.3959 -0.0233 0.5256
H -1.1981 -1.3735 -1.2349
H -0.3367 -1.5004 1.3822
```

***

One molecule with the formula C5H8O2, computed with ωB97M-V with the def2-TZVPD basis set.

Properties
Relative energy (zero: lowest compared OMol25 entry of this formula, charge and spin) in kcal/mol: 67.5
E in eV: -9406.907
LUMO in eV: 0.45

Structure (XYZ):
```
15
C5H8O2, DFT ωB97M-V with the def2-TZVPD basis set
C 1.2057 2.0125 0.2582
C -0.0952 1.2201 0.2084
C 0.1426 -0.2498 -0.1064
C -1.1418 -1.0439 -0.1594
O -2.2406 -0.6115 0.1438
C -1.0612 -2.3622 -0.8181
O -0.7378 -3.3225 0.0083
H 1.8780 1.6188 1.0297
H 1.0172 3.0667 0.4844
H 1.7351 1.9621 -0.7008
H -0.7697 1.6358 -0.5494
H -0.6311 1.2936 1.1605
H 0.6677 -0.3730 -1.0649
H 0.7912 -0.7254 0.6451
H -0.7601 -4.1212 -0.5394
```

***

A 2-piece molecular cluster, C5H8O2 overall, computed with ωB97M-V with the def2-TZVPD basis set.

Properties
Relative energy (zero: lowest compared OMol25 entry of this formula, charge and spin) in kcal/mol: 107.5
E in eV: -9405.169
LUMO in eV: 0.61

Structure (XYZ):
```
15
C5H8O2, DFT ωB97M-V with the def2-TZVPD basis set
C -0.8709 -0.9519 0.6892
C -1.2060 -1.0878 1.9542
C -1.3150 -0.7910 -0.7165
C 0.1183 -0.8064 -0.3154
C 1.1362 1.2204 -0.2941
O 0.3754 1.9797 -1.1342
O 2.4053 0.9413 -0.7178
H -0.4571 -1.1273 2.7291
H -2.2332 -1.1718 2.2616
H -1.7209 -1.6422 -1.2530
H -1.7615 0.1510 -1.0069
H 0.9182 -1.4484 -0.6156
H 0.9962 1.5277 0.7349
H 0.5545 1.7158 -2.0465
H 3.0606 1.4910 -0.2693
```

***

One molecule with the formula C5H8O2, computed with ωB97M-V with the def2-TZVPD basis set.

Properties
Relative energy (zero: lowest compared OMol25 entry of this formula, charge and spin) in kcal/mol: 115.8
E in eV: -9404.811
LUMO in eV: 0.75

Structure (XYZ):
```
15
C5H8O2, DFT ωB97M-V with the def2-TZVPD basis set
C 1.6093 -0.4692 0.1725
C 0.3294 0.2619 0.5610
C -0.1752 1.3084 -0.4295
O -0.7766 0.6120 -1.5021
C -1.7820 0.4865 -0.4868
C -1.0229 -0.5232 0.4645
O -0.9874 -1.7825 -0.1614
H 2.4810 0.1945 0.2460
H 1.5556 -0.8408 -0.8566
H 1.7759 -1.3284 0.8324
H 0.4263 0.6991 1.5640
H 0.3271 2.2245 -0.7550
H -1.2004 1.7297 0.0877
H -1.5147 -0.6648 1.4321
H -0.7010 -1.6242 -1.0758
```

***

C5H8O2 as an isolated structure, computed with ωB97M-V with the def2-TZVPD basis set.

Properties
Relative energy (zero: lowest compared OMol25 entry of this formula, charge and spin) in kcal/mol: 114.6
E in eV: -9404.861
LUMO in eV: 0.54

Structure (XYZ):
```
15
C5H8O2, DFT ωB97M-V with the def2-TZVPD basis set
O 1.5702 -0.8811 -0.4624
C 0.5308 -0.4911 0.3087
C 0.3672 1.6380 -0.3984
C -0.8387 1.2872 -0.9915
O -1.0080 0.2078 -1.6460
C 0.4455 -0.9443 1.6143
C -0.7561 -1.0408 -0.0047
H 1.2687 -0.7417 -1.3771
H 0.3917 2.5108 0.2528
H 1.3130 1.3885 -0.8675
H -1.7442 1.8456 -0.6849
H -0.3092 -0.5447 2.2783
H 1.2292 -1.5615 2.0473
H -0.8030 -1.9786 -0.5476
H -1.6572 -0.6939 0.4787
```